1.
The following is a quantum chemistry calculation of C6H16BeO10 as an isolated structure in a non-equilibrium geometry, from the Open Molecules 2025 dataset.

XYZ file:
```
33
C6H16BeO10 | the Open Molecules 2025 dataset | the ωB97M-V functional and the def2-TZVPD basis
O 1.29950 -1.95919 -0.14958
O -1.83265 1.73808 0.72225
O -0.69886 0.96602 -1.57139
O -1.02462 -0.85696 2.42306
O 0.78921 0.12538 3.25880
O 2.22003 1.23535 -0.46750
O -2.02728 3.02347 2.54288
O -1.03312 0.10781 4.42605
O -1.58227 -1.49632 -0.13593
O -0.03901 2.55939 1.66726
C -0.35491 -0.41512 3.46516
C -0.52494 1.67206 -2.79096
C 1.58892 -2.75254 0.99874
C -2.92008 -1.71874 -0.55530
C -1.34569 2.64571 1.52996
C 3.14344 1.03583 -1.50578
Be 0.26156 0.31185 0.69266
H -0.80532 2.72966 -2.72126
H 0.50668 1.69855 -3.13642
H -3.37534 -2.31294 0.24073
H 4.16162 1.01967 -1.11114
H 2.93406 0.11043 -2.04464
H -1.60540 1.12851 -1.27334
H 1.44676 -3.78799 0.67699
H 2.57172 -2.53326 1.41884
H -1.27554 1.34457 -3.51624
H 0.84757 -2.58898 1.78272
H -1.47100 -1.39986 0.83663
H 2.01745 2.17650 -0.41188
H -3.53945 -0.83649 -0.72998
H 1.68040 -2.47370 -0.86283
H -3.02012 -2.32872 -1.45646
H 3.00669 1.83195 -2.24207
```

- max |F| (Eh/bohr) = 0.131
- total charge = -2

---

2.
The following is a quantum chemistry calculation of C6H16BrLiO2 as an isolated structure, from the Open Molecules 2025 dataset.

XYZ file:
```
26
C6H16BrLiO2 | the Open Molecules 2025 dataset | the ωB97M-V functional and the def2-TZVPD basis
Br -2.11450 1.57443 -0.52192
O -1.30365 0.86793 2.66263
O -1.29311 -1.02165 -2.59328
C 0.18209 -2.46167 -3.77451
C 0.05222 -1.11992 -3.08464
C 0.48988 0.24770 4.05653
C 0.70035 2.17663 2.44871
C 1.03886 -0.96800 -1.92695
C 0.11129 0.78403 2.68843
Li -4.24170 2.40495 -1.27144
H 1.57032 0.22037 4.19494
H -1.37432 -0.20668 -2.07328
H 0.04091 -0.72266 4.26531
H 1.12816 -2.48710 -4.32082
H 0.44318 2.50654 1.43843
H 1.79416 2.18614 2.48846
H 0.50483 0.08130 1.94128
H 0.73166 -0.13665 -1.29161
H 0.13431 -3.30233 -3.08368
H 2.04662 -0.77385 -2.30141
H 0.17865 -0.34095 -3.84750
H -1.60624 1.13159 1.77453
H 1.03584 -1.87787 -1.32800
H 0.29123 2.88888 3.16258
H -0.61513 -2.58000 -4.51085
H 0.07407 0.92882 4.80807
```

- max |F| (Eh/bohr) = 0.018
- total charge = 0

---

3.
The following is a quantum chemistry calculation of a 2-piece molecular cluster, C6H16Cl3FP overall, from the Open Molecules 2025 dataset.

XYZ file:
```
27
C6H16Cl3FP | the Open Molecules 2025 dataset | the ωB97M-V functional and the def2-TZVPD basis
Cl -5.10504 1.21525 3.32066
Cl -2.61565 -0.11871 4.00992
Cl -4.14554 -1.00934 1.70950
P 0.43972 0.51315 -0.27499
F -2.20744 1.24885 0.26424
C -2.06234 -0.42954 -1.40481
C 3.12365 -0.07424 -1.18786
C -1.44531 0.09918 -0.13893
C 2.28519 0.95421 -0.44120
C 3.29868 -1.38132 -0.41290
C -3.67995 0.36761 2.68920
H 0.58388 -0.69974 -1.13392
H 2.66744 1.07405 0.58095
H 4.17403 -1.94175 -0.75647
H -3.14673 -0.54524 -1.30860
H 0.23924 1.70401 0.58214
H 2.33589 1.92374 -0.94932
H 2.63727 -0.28866 -2.14877
H 4.11262 0.33565 -1.43041
H 2.41995 -2.01937 -0.51408
H -1.63450 -1.40870 -1.62564
H 0.72706 -0.31937 0.94022
H 3.41378 -1.17964 0.65598
H -1.84052 0.23701 -2.24341
H 0.10853 1.31860 -1.50207
H -1.55094 -0.62202 0.67836
H -3.13299 1.04633 2.04222
```

- max |F| (Eh/bohr) = 0.006
- total charge = -1

---

4.
The following is a quantum chemistry calculation of C6H16ClO6PSSi2Tl as an isolated structure in a non-equilibrium geometry, from the Open Molecules 2025 dataset.

XYZ file:
```
34
C6H16ClO6PSSi2Tl | the Open Molecules 2025 dataset | the ωB97M-V functional and the def2-TZVPD basis
Tl 0.03923 2.46557 -1.03398
Cl -1.97177 -3.93003 -0.94677
S -4.56580 -0.05743 1.20849
P -1.44949 -2.49502 0.19788
Si -2.94650 0.50121 -1.12581
Si -0.45248 -0.73176 -1.10110
O -3.62858 -0.17650 2.26000
O 4.76975 1.27316 -0.17770
O -1.23063 0.67865 -0.69438
O -0.36694 -2.99893 1.14556
O 2.88207 1.33737 1.08759
O -4.72861 -1.18473 0.36035
C 2.09396 1.73525 0.04478
C 2.01864 0.71566 -1.19424
C 1.44589 -0.69569 -0.82379
C 4.54659 -0.37477 1.52030
C 4.12717 0.79605 0.70240
C -3.97519 1.30071 0.19464
H 5.10796 -1.06244 0.92430
H 1.83777 -1.38702 -1.55624
H 5.11876 -0.02012 2.36045
H -3.43358 1.94834 0.86772
H -5.76552 0.32082 1.70730
H -3.13722 -0.95874 -1.25091
H -0.80189 -1.02998 -2.49962
H -3.11344 1.14187 -2.43318
H -4.77729 1.88509 -0.23522
H 3.66615 -0.83140 1.94051
H 1.31454 1.14129 -2.00132
H -0.72429 -3.43038 1.95848
H 2.95618 0.60525 -1.70934
H 1.74140 -1.03717 0.15528
H 1.04286 1.83915 0.50300
H 2.36032 2.71665 -0.35544
```

- max |F| (Eh/bohr) = 0.120
- total charge = +3

---

5.
The following is a quantum chemistry calculation of C6H16IMnO2 as an isolated structure in a non-equilibrium geometry, from the Open Molecules 2025 dataset.

XYZ file:
```
26
C6H16IMnO2 | the Open Molecules 2025 dataset | the ωB97M-V functional and the def2-TZVPD basis
I -2.83930 1.81840 0.96026
Mn -1.37246 2.01663 -0.97331
O 2.93568 2.45739 -0.68646
O -0.32604 -1.60350 -0.21809
C 1.75516 3.03428 -0.24858
C 0.95440 2.72895 -1.55697
C -0.62208 -3.99108 -0.28763
C -1.94467 -2.55352 1.42775
C -1.30821 -2.64636 -0.03513
C 1.25072 2.32530 0.93883
H 1.97650 4.11670 -0.04458
H -0.39690 -4.18484 -1.34131
H -0.06923 3.12230 -1.42923
H 1.41281 1.23975 0.93535
H 1.25881 3.27369 -2.43812
H -2.12973 -2.48749 -0.76057
H -1.17703 -2.51383 2.22617
H 0.29979 -3.86704 0.34651
H 1.07000 1.68388 -1.78261
H 1.73876 2.73328 1.90602
H 3.58417 2.34524 -0.02858
H 0.01114 -1.76493 -1.14846
H -2.48392 -1.62876 1.38419
H 0.18690 2.59655 1.06168
H -1.09807 -4.93826 0.11588
H -2.66721 -3.31272 1.67700
```

- spin multiplicity = 6
- ⟨S²⟩ = 8.760
- max |F| (Eh/bohr) = 0.056
- total charge = +1

---

6.
The following is a quantum chemistry calculation of a 2-piece molecular cluster, C6H16N overall in a non-equilibrium geometry, from the Open Molecules 2025 dataset.

XYZ file:
```
23
C6H16N | the Open Molecules 2025 dataset | the ωB97M-V functional and the def2-TZVPD basis
N 1.26646 -1.34153 1.02931
C 2.35312 0.24997 -0.43134
C -2.42416 -1.04273 -0.15929
C 1.13542 0.01728 0.45142
C -1.43689 0.11894 0.16426
C -2.08754 1.43144 -0.29731
C -0.09628 -0.08448 -0.36161
H 3.20743 0.56453 0.16370
H 0.98194 0.74463 1.25064
H -1.95512 -2.02734 -0.18546
H 2.08316 1.05201 -1.13409
H 0.94018 -1.62237 1.94906
H 0.02987 -0.74123 -1.23042
H -1.35297 0.20986 1.25652
H 0.94044 -1.99334 0.31750
H 6.07133 3.01857 -1.58815
H 5.54976 2.61067 -1.26645
H 2.56773 -0.66970 -0.97098
H -1.38648 2.26854 -0.25808
H -3.24711 -1.05047 0.54830
H -2.40878 1.40837 -1.33890
H -2.79946 -0.86024 -1.16657
H -2.97331 1.63167 0.30223
```

- max |F| (Eh/bohr) = 0.054
- total charge = +1

---

7.
The following is a quantum chemistry calculation of a 2-piece molecular cluster, C6H16N overall in a non-equilibrium geometry, from the Open Molecules 2025 dataset.

XYZ file:
```
23
C6H16N | the Open Molecules 2025 dataset | the ωB97M-V functional and the def2-TZVPD basis
N 2.40596 -0.84133 2.50567
C -1.78648 1.09280 1.64392
C -0.52053 0.11456 -2.19816
C 0.53631 -0.95383 -2.49127
C 0.38442 0.29484 0.25531
C -0.82147 1.01772 0.46761
C -1.16117 -0.04496 -0.71604
H -1.56250 1.96146 2.25094
H 1.52843 -0.58571 -2.23139
H 0.50200 -1.18302 -3.55482
H -1.25346 -1.09335 -0.48008
H -1.36625 0.08617 -2.87732
H -2.81103 0.99756 1.29246
H 1.96169 -1.15044 3.36311
H 2.84619 -1.64750 2.15355
H -0.08762 1.10997 -2.27670
H 1.20705 1.01638 0.39180
H 3.13518 -0.18876 2.76766
H -0.58580 1.99643 0.05342
H -2.12393 0.36903 -1.03794
H -1.60003 0.20662 2.25577
H 0.38006 -1.87444 -1.92902
H 0.79298 -0.70019 0.39153
```

- max |F| (Eh/bohr) = 0.066
- total charge = +1

---

8.
The following is a quantum chemistry calculation of a 2-piece molecular cluster, C6H16N overall in a non-equilibrium geometry, from the Open Molecules 2025 dataset.

XYZ file:
```
23
C6H16N | the Open Molecules 2025 dataset | the ωB97M-V functional and the def2-TZVPD basis
N 0.12142 1.76073 -0.71481
C -0.46448 -1.30987 -0.47028
C 0.79031 -1.62554 0.33712
C -2.28492 2.13978 -0.84658
C 1.78307 -0.43990 0.42918
C 0.38523 -1.97999 1.76814
C -1.07014 2.55977 -1.11146
H 0.97430 2.31914 -0.68616
H -1.18787 -0.71077 0.08925
H -3.11917 2.75045 -1.16783
H -0.78663 3.47861 -1.60184
H -0.16153 -1.13735 2.19885
H -0.00485 1.36194 0.21870
H 1.23918 -2.24361 2.38965
H 1.42472 0.30170 1.14199
H -0.27077 -2.85321 1.77469
H 1.35127 -2.43185 -0.13672
H -2.49969 1.17392 -0.41759
H 2.72994 -0.82871 0.80543
H -0.28956 -0.97754 -1.50115
H 0.29925 0.94270 -1.30725
H 2.04840 -0.00539 -0.54054
H -1.00748 -2.24501 -0.65079
```

- max |F| (Eh/bohr) = 0.025
- total charge = +1

---

9.
The following is a quantum chemistry calculation of C6H16N2 as an isolated structure in a non-equilibrium geometry, from the Open Molecules 2025 dataset.

XYZ file:
```
24
C6H16N2 | the Open Molecules 2025 dataset | the ωB97M-V functional and the def2-TZVPD basis
N 0.41599 -0.59622 0.05712
N 3.83299 0.96167 0.11098
C 1.40418 0.42143 0.15290
C -2.24838 -0.22922 -0.45162
C 2.87255 -0.08996 0.23674
C -2.00104 0.65289 0.58512
C -3.53285 0.28224 0.91179
C 0.44964 -1.29841 -1.19254
H -1.39664 0.17818 1.34695
H 1.32907 1.22717 -0.62500
H -3.59691 -0.67075 1.41508
H -3.67563 0.98414 1.75949
H 4.75358 0.54339 0.11086
H 1.40930 -1.82353 -1.34892
H -2.15901 -1.29066 -0.31084
H 1.27934 0.95971 1.10420
H 3.00748 -0.97048 -0.40811
H -4.34662 0.58879 0.26168
H -1.77872 1.70205 0.45634
H -2.50991 0.09477 -1.45164
H 2.80138 -0.55166 1.23583
H 3.75293 1.67232 -0.58716
H 0.26640 -0.67296 -2.10351
H -0.32912 -2.07492 -1.26572
```

- max |F| (Eh/bohr) = 0.071
- total charge = 0

---

10.
The following is a quantum chemistry calculation of C6H16N2 as an isolated structure in a non-equilibrium geometry, from the Open Molecules 2025 dataset.

XYZ file:
```
24
C6H16N2 | the Open Molecules 2025 dataset | the ωB97M-V functional and the def2-TZVPD basis
N -0.84877 0.38051 1.79637
N 0.99335 -1.37568 0.20049
C -1.33511 -1.00365 1.83622
C 0.50904 -0.22422 -0.21932
C 1.04025 -0.91981 -2.61797
C -0.09603 0.73792 0.63758
C -0.04661 0.62025 3.01420
C 0.73042 0.22420 -1.67974
H -1.43526 -1.39428 0.83095
H -1.65704 2.18142 -3.89565
H -0.64337 0.29703 3.86415
H -1.27187 2.81686 -3.83202
H 1.24094 -0.62943 -3.64644
H 0.24097 -1.65426 -2.59934
H 0.90994 0.09447 2.98213
H 1.56159 0.94500 -1.66542
H -0.12493 0.82707 -2.00446
H 1.67093 -1.22525 0.94051
H 1.90500 -1.42796 -2.19666
H -2.32736 -1.02243 2.26124
H -0.84674 0.01163 -0.28685
H -0.63207 -1.69814 2.28799
H 0.22440 1.67980 3.11015
H 0.23831 1.75898 0.88190
```

- max |F| (Eh/bohr) = 0.057
- total charge = 0

---

11.
The following is a quantum chemistry calculation of an isolated molecule of C6H16N2 in a non-equilibrium geometry, from the Open Molecules 2025 dataset.

XYZ file:
```
24
C6H16N2 | the Open Molecules 2025 dataset | the ωB97M-V functional and the def2-TZVPD basis
N 0.53643 -0.88938 1.23944
N -0.93145 1.56933 0.92636
C 1.93126 -1.32929 1.24955
C -0.93154 1.34995 -1.54822
C -0.34563 0.83455 -0.23046
C 0.02662 1.62151 -2.74972
C -0.34613 -1.86730 1.99335
C -0.12217 -0.67056 -0.05866
H 0.14541 -2.76514 2.42265
H 0.64322 1.43079 -0.25955
H 2.46406 -0.65800 0.56341
H 2.21356 -2.34724 0.99359
H -1.54882 2.22672 -1.31770
H -0.55892 1.69360 -3.64898
H 0.44686 -0.84853 -0.94138
H -0.67917 -1.28361 2.85641
H -1.03143 -1.27510 -0.39380
H 0.66112 2.49114 -2.35070
H -1.92107 1.45791 0.67220
H 2.35919 -1.18064 2.23346
H -0.70063 1.09204 1.80916
H -1.78374 0.78715 -1.97073
H -1.19161 -2.19615 1.40900
H 0.66459 0.75623 -2.89867
```

- max |F| (Eh/bohr) = 0.070
- SMILES = CC[C@@H](N)CN(C)C
- total charge = 0

---

12.
The following is a quantum chemistry calculation of an isolated molecule of C6H16N2 in a non-equilibrium geometry, from the Open Molecules 2025 dataset.

XYZ file:
```
24
C6H16N2 | the Open Molecules 2025 dataset | the ωB97M-V functional and the def2-TZVPD basis
N -0.06950 -0.19451 1.25131
N 3.62175 0.63593 1.34153
C -1.35055 -0.69409 -0.89908
C 2.29780 0.23673 0.75617
C -2.90706 -0.71829 -0.62307
C -1.08148 -0.27803 -2.38797
C 1.07304 0.59415 1.61355
C -0.74001 0.32694 0.08035
H 0.88589 1.74159 1.45392
H -1.52684 1.10059 0.44875
H -3.00760 -1.37347 0.22072
H -0.92540 -1.70433 -0.67072
H 3.70696 1.61954 1.46758
H 1.93425 0.78936 -0.31962
H -3.17578 0.18264 -0.14627
H 0.16565 -1.18231 1.00426
H -3.70640 -0.99948 -1.40526
H 1.36777 0.28758 2.71290
H -2.02126 -0.54738 -3.00138
H 2.45200 -0.85901 0.79203
H -0.64613 0.71326 -2.51435
H -0.24794 -0.75730 -2.88857
H 0.12322 0.75016 -0.55079
H 3.77762 0.32972 2.26402
```

- max |F| (Eh/bohr) = 0.076
- SMILES = CC(C)CNCCN
- total charge = 0

---

| no. | calculated total energy (eV) |
| --- | --- |
| 1 | -27351.65676 |
| 2 | -80825.54339 |
| 3 | -56052.92090 |
| 4 | -71828.03473 |
| 5 | -49989.18485 |
| 6 | -7961.75675 |
| 7 | -7961.14901 |
| 8 | -7964.05310 |
| 9 | -9454.85136 |
| 10 | -9456.06074 |
| 11 | -9459.60474 |
| 12 | -9459.02592 |